# 1
A 12-piece molecular cluster, C32H87O12 overall, computed with ωB97M-V/def2-TZVPD.

The geometry in XYZ format:
```
131
Properties=species:S:1:pos:R:3:forces:R:3:mulliken_charge:R:1
O -1.5216 1.0078 -0.5469 0.74 0.10 -0.12 -1.409
O -5.6123 -0.5901 -0.4445 -0.08 0.49 -1.20 -0.530
O 4.8880 -1.8857 2.1140 0.77 -0.65 1.26 -0.640
O 4.8192 2.8085 -4.7608 -0.43 0.14 0.67 -0.559
O -3.3740 -3.1834 5.8223 0.44 -0.64 0.71 -0.565
O -0.5167 -6.8466 -0.4096 -0.59 -1.13 -0.83 -0.626
O -1.0223 3.6046 0.3961 -1.20 0.77 -0.41 -0.654
O -3.5930 1.8501 1.1752 -1.14 0.84 0.63 -0.538
O 2.8834 -2.1386 -4.6398 -0.26 -0.44 -0.13 -0.587
O -1.4872 2.3956 -3.0086 -0.76 0.24 -1.06 -0.612
O 3.8560 0.1785 3.8254 -0.47 0.53 0.47 -0.526
O -2.6930 -1.1410 -2.5155 0.06 0.70 0.90 -0.549
C 0.5875 -4.8024 -0.8509 -0.20 1.67 1.19 -0.870
C -3.8560 -2.4829 4.7049 -1.14 -0.20 -0.60 0.523
C 4.2645 2.0148 -2.5370 1.19 0.71 -0.96 -0.650
C -3.3997 2.3854 2.4706 0.07 -1.43 0.31 1.954
C 2.6997 -1.9241 -3.2550 -0.30 0.56 0.36 0.568
C -5.3479 -2.7992 4.4730 0.64 -0.71 -0.63 -1.326
C 4.1438 -1.9276 0.9661 -0.03 -0.32 -2.92 1.023
C -1.5601 -1.4912 -4.5281 0.72 -0.01 -1.54 -1.364
C 0.5641 1.9908 -4.2066 -0.15 0.67 -0.38 -0.929
C 2.8010 1.1480 3.9814 -0.48 0.54 -0.56 0.407
C -1.2895 -1.0314 0.6960 1.24 -0.53 0.12 -0.272
C -4.6016 3.2325 2.7955 -1.02 -0.46 -0.13 -1.894
C -0.0373 5.2123 1.7495 -0.07 -0.45 -0.17 -1.734
C 0.6374 -0.1372 -0.7459 -0.05 0.03 0.42 0.749
C 1.3417 3.8580 0.1502 0.54 -0.05 0.00 -1.029
C 4.6120 -3.1214 0.1135 1.48 -0.15 0.67 -1.724
C 0.1335 3.8666 1.0679 0.83 0.32 0.28 2.237
C -3.2568 1.1686 3.4487 0.43 0.35 0.17 -1.011
C -0.8484 -5.1985 1.1833 -0.66 1.74 0.17 -0.762
C -0.3447 3.0389 -3.4927 0.18 -1.07 -0.59 2.033
C -2.9784 -2.8987 3.5260 -0.45 0.81 -0.01 -0.754
C 4.9995 3.1379 -3.3590 -0.42 0.23 -0.02 0.242
C -4.9505 -1.4014 0.4877 -1.04 0.44 0.38 -0.091
C -1.9525 -2.0748 -3.2357 -1.45 -1.07 0.27 2.028
C 4.3517 -0.5909 0.2205 -0.76 0.41 0.07 -0.269
C 1.5363 0.6367 3.3208 -0.48 -0.33 0.11 -0.766
C -0.7866 4.1626 -4.4422 0.05 0.19 0.44 -1.830
C -0.6833 -5.4369 -0.2927 1.31 -1.53 0.01 0.440
C 4.5255 4.5720 -2.9502 -0.74 -0.09 -0.06 -1.256
C -0.5832 0.2340 0.1138 -1.62 -0.34 -0.43 2.779
C 3.2645 2.4893 3.4254 0.39 -0.12 -0.88 -1.216
C -2.9624 -3.2146 -3.3750 0.41 -0.47 0.08 -1.619
H 4.1309 -3.3730 -0.8317 -0.36 0.49 0.19 0.217
H -5.7297 -2.3135 3.5750 -0.11 0.59 0.32 0.181
H 6.0763 3.1319 -3.1902 0.14 -0.38 0.36 0.287
H 0.1046 -5.2137 1.7121 0.00 -0.34 0.07 0.310
H -0.2048 5.9440 0.9591 0.23 0.25 0.09 0.444
H -4.7099 4.1184 2.1698 0.29 0.00 0.01 0.418
H -5.4488 -3.8499 4.2011 0.10 -0.32 0.30 0.353
H -3.4126 1.3780 4.5070 -0.02 0.47 0.14 0.590
H 5.2220 3.4768 -5.3201 0.06 0.19 0.14 0.302
H 5.6712 -2.9484 -0.0768 0.19 0.19 -0.45 0.457
H 3.4814 4.7621 -3.1991 -0.25 -0.45 -0.04 0.267
H 5.0122 5.4604 -3.3524 0.71 -0.44 -0.62 0.408
H 4.5944 4.7618 -1.8791 0.07 -0.56 0.22 0.342
H 3.6688 -1.9817 -2.7594 -0.08 0.25 0.37 0.219
H 0.4410 -3.7319 -0.7069 -0.01 0.50 -0.71 -0.085
H -2.3964 -1.3084 -5.2028 -0.42 0.19 0.37 0.413
H 0.3022 3.0777 1.8009 0.17 -0.11 0.58 -0.788
H -3.1066 -3.9448 3.2480 0.19 -0.16 0.49 0.450
H 4.2557 2.7429 3.8014 0.08 0.05 0.27 0.474
H 5.3507 -0.3188 -0.1201 0.43 -0.88 0.14 0.509
H -0.2187 0.8109 0.9637 0.49 -0.04 0.72 -0.245
H -1.0391 -0.5442 -4.3867 0.16 -0.10 -0.08 0.044
H 4.5566 1.0220 -2.8794 0.21 0.06 -0.32 0.325
H 1.5220 2.8564 -0.2403 -0.07 -0.08 -0.09 -0.349
H 0.2576 -7.1006 0.0978 0.09 0.08 0.05 0.358
H 0.9785 -5.0267 -1.8434 -0.65 -0.20 0.01 0.405
H -1.2717 3.8076 -5.3514 -0.04 -0.46 0.11 0.386
H 2.0016 -2.5941 -2.7532 0.17 -0.76 -0.60 -0.144
H -1.2277 1.9012 -2.2277 -0.44 -0.70 1.07 0.200
H -3.9853 -3.0830 6.5557 -0.06 0.07 0.03 0.328
H -1.5916 -5.1799 -0.8378 0.13 0.00 -0.14 0.227
H 2.2346 4.1476 0.7043 0.20 0.04 0.08 0.488
H 4.1400 0.2066 0.9328 -0.44 0.19 0.00 -0.175
H 1.2430 4.5386 -0.6954 -0.22 0.09 0.00 0.331
H -1.0916 -2.3693 -2.6354 0.35 -0.30 -0.13 -0.346
H 0.8509 5.4208 2.3458 -0.10 0.37 0.06 0.315
H -3.2647 -2.3564 2.6249 0.02 0.29 0.05 0.119
H -2.0849 -0.8479 -1.8329 -0.44 1.23 0.47 -0.221
H -2.5125 3.0162 2.5263 0.37 -0.10 -0.09 -0.634
H 1.3925 -4.9215 -0.1257 0.24 -0.70 0.04 0.398
H 2.5835 1.3568 5.0288 0.07 -0.59 0.39 0.217
H -3.8053 -1.4170 4.9269 0.37 0.28 -0.35 0.112
H -5.9529 -2.6300 5.3638 -0.09 0.31 -0.12 0.413
H 1.3095 -0.8319 -0.2423 -0.01 -0.35 0.13 -0.120
H 2.6119 3.3441 3.6030 -0.23 -0.24 0.22 0.325
H 2.1767 -0.9802 -3.1011 0.48 0.47 0.20 -0.367
H 3.7186 -0.4571 -0.6567 -0.30 -0.10 0.09 -0.131
H 4.6832 -4.0257 0.7178 -0.57 -0.11 0.20 0.428
H 1.4930 2.4360 -4.5630 0.37 0.04 0.33 0.382
H -1.5164 4.7859 -3.9255 0.00 0.02 0.07 0.418
H -1.2457 -4.1920 1.3142 0.06 0.29 0.25 -0.137
H -2.8366 1.3822 0.8138 1.03 -0.03 -0.70 -0.116
H -4.7946 -2.4193 0.1305 0.46 -0.06 -0.11 0.255
H -2.6327 -4.1044 -3.9113 0.15 0.08 -0.31 0.366
H 3.1861 2.0667 -2.6870 0.00 0.30 0.45 -0.093
H 4.5844 0.5933 4.2934 0.48 -0.33 -0.03 0.270
H -3.9183 0.3288 3.2358 -0.32 0.26 -0.48 0.045
H 4.6331 2.0600 -1.5122 -0.62 0.22 0.20 0.368
H -4.7200 3.4919 3.8475 0.44 0.15 0.07 0.374
H -1.5994 -5.8498 1.6305 0.27 -0.26 -0.13 0.404
H -1.9491 -2.6338 3.7680 0.08 -0.33 -0.18 0.272
H 0.0171 4.8150 -4.7837 0.30 -0.07 0.19 0.357
H 0.3263 -0.5685 -1.6974 -0.07 0.01 -0.11 -0.748
H -5.6712 -1.4345 1.3048 0.52 -0.43 0.91 0.303
H -0.9680 -2.2130 -5.0907 0.56 0.09 -0.01 0.379
H 3.0943 -2.1568 1.1505 -0.44 0.65 0.27 -0.053
H 4.4920 -1.2066 2.6650 -0.04 0.28 0.45 0.500
H 3.3871 2.4007 2.3460 -0.06 0.03 -0.18 0.115
H -2.2483 0.7598 3.3868 0.19 -0.02 -0.15 0.111
H -3.2391 -3.5471 -2.3745 -0.13 0.07 0.05 0.217
H -1.6877 -1.7570 -0.0132 -0.27 0.41 -0.71 0.341
H 1.2548 0.7436 -0.9223 -0.15 0.21 -0.30 -0.795
H -6.4563 -0.9899 -0.6667 0.05 -0.04 -0.02 0.278
H -4.0458 -0.8633 0.7708 -0.09 -0.36 -0.04 -0.232
H -5.4572 2.5950 2.5728 -0.29 0.02 -0.10 0.379
H 0.1354 3.3803 -2.5756 0.70 0.75 -0.31 -0.640
H -1.0318 2.6955 0.0880 -0.59 -1.27 -0.78 0.211
H -2.0871 -0.8497 1.4163 0.21 0.43 -0.02 -1.046
H 1.1098 -0.2299 3.8259 0.15 -0.01 0.37 0.403
H -3.8385 -2.7742 -3.8509 -0.08 -0.18 -0.03 0.376
H 0.7698 1.4113 3.3488 0.01 0.08 -0.01 0.269
H 3.2920 -1.3314 -4.9608 -0.02 -0.02 -0.22 0.347
H -0.5274 -1.6524 1.1669 0.23 -0.06 0.69 0.366
H -0.9430 5.1965 2.3558 0.12 0.00 0.20 0.365
H 1.6071 0.2980 2.2872 0.56 0.37 -0.17 -0.074
H 0.1130 1.6225 -5.1279 -0.50 0.06 0.01 0.353
H 0.7517 1.1010 -3.6057 0.13 0.20 0.31 -0.161
```
Forces are in eV/Å.

Charge: -1
HOMO energy (hartree): -0.1826
Energy relative to the best compared isomer or geometry (same formula, charge and spin) (kJ/mol): 171.1
Orbital gap (hartree): 0.2636

# 2
One molecule with the formula C4H6N2, computed with ωB97M-V/def2-TZVPD.

The geometry in XYZ format:
```
12
Properties=species:S:1:pos:R:3:forces:R:3:nbo_charge:R:1
N 2.0845 0.6101 -0.0129 -0.20 1.80 -0.59 -0.124
N 2.1358 -0.6180 -0.0152 -0.18 0.19 0.24 -0.140
C 0.8337 -1.2027 -0.0186 -0.67 1.44 -0.50 -0.140
C -0.1761 -0.3314 -0.0943 4.20 3.71 1.57 0.051
C 0.6885 1.1186 -0.0215 -0.86 -2.10 -2.29 -0.349
C -1.5988 -0.2041 -0.0023 0.30 -5.24 1.14 -0.657
H 0.9436 -2.2257 -0.0002 -0.70 -2.23 0.00 0.210
H -1.9971 -0.0986 0.9574 -0.02 0.80 1.98 0.238
H -1.9943 -1.2137 -0.1916 -0.55 0.46 -0.92 0.225
H -1.9090 0.5455 -0.5673 -1.89 2.93 -2.82 0.222
H 0.3933 1.8745 -0.8717 1.02 -1.72 1.08 0.232
H 0.5959 1.7455 0.8382 -0.45 -0.04 1.10 0.234
```
Forces are in eV/Å.

HOMO energy (hartree): -0.3368
Energy relative to the best compared isomer or geometry (same formula, charge and spin) (kJ/mol): 302.9
Structure (SMILES): CC1=CN=NC1
Orbital gap (hartree): 0.3560

# 3
C3H3CaO2 as an isolated structure, computed with ωB97M-V/def2-TZVPD.

The geometry in XYZ format:
```
9
Properties=species:S:1:pos:R:3:forces:R:3:nbo_charge:R:1
Ca 0.5955 -0.4566 -3.7835 0.14 -0.08 -0.40 1.953
O -0.5924 0.0189 -2.1316 1.89 -1.15 -1.69 -0.879
O -1.8910 0.8676 -0.4988 1.68 -1.01 -0.17 -0.330
C -1.0174 0.3058 -1.0503 -3.29 2.02 3.26 0.983
C 0.7682 0.2445 1.6922 -0.81 -0.08 -1.67 -0.397
C 0.0883 -0.5242 0.8502 1.03 0.27 0.91 -0.121
H -0.1609 -1.5874 0.8758 -0.33 0.32 -0.32 0.237
H 0.7931 1.3333 1.5898 -0.09 -0.23 0.25 0.262
H 1.4165 -0.2019 2.4562 -0.22 -0.06 -0.17 0.291
```
Forces are in eV/Å.

Charge: +2
HOMO energy (alpha / beta) (hartree): -0.6265 / -0.6584
Energy relative to the best compared isomer or geometry (same formula, charge and spin) (kJ/mol): 60.7
Orbital gap (alpha / beta) (hartree): 0.2486 / 0.2792
Spin multiplicity: 2

# 4
C21H15BrN4O6SbSe4Tc as an isolated structure, computed with ωB97M-V/def2-TZVPD.

The geometry in XYZ format:
```
53
Properties=species:S:1:pos:R:3:forces:R:3:nbo_charge:R:1
Sb 0.6524 -4.9898 1.9417 0.43 -0.23 -0.68 0.871
Tc -0.2876 -1.0906 0.5812 0.98 -0.46 1.54 0.593
Br 4.7718 -0.6444 -3.1674 -0.05 0.08 0.14 0.142
Se 2.8546 -3.4311 1.0990 0.05 -0.60 0.79 -0.257
Se 1.5833 -2.5241 -0.5333 -0.78 0.11 -0.66 0.801
Se -1.0101 -2.5825 2.1283 -0.42 0.29 -0.39 0.069
Se -0.2444 -6.0870 0.0701 0.40 0.52 0.48 -0.357
O 2.6980 -1.2183 -1.1583 -0.01 -0.07 0.20 -0.650
O -3.0209 -1.0128 -4.6003 -0.07 0.04 -0.07 -0.493
O -0.5625 -0.0552 -3.3298 0.15 0.09 0.19 -0.436
O -3.6660 -3.1066 -4.9179 -0.23 0.05 -0.39 -0.636
O -0.1598 -0.3349 -1.1424 -0.48 0.61 -1.11 -0.619
O 1.6774 0.2571 0.1530 0.33 0.28 0.52 -0.656
N 0.6503 -0.1001 2.3997 -0.20 0.03 -0.24 -0.728
N -2.4876 -3.2532 -0.7529 -0.12 -0.17 0.06 -0.294
N -1.6353 -2.2367 -0.8183 0.38 0.56 0.00 -0.231
N -1.6975 0.4258 1.0767 0.33 -0.03 -0.54 -0.434
C -1.9604 2.9552 3.7555 0.01 0.05 0.09 -0.162
C -2.7417 0.7354 0.3271 -0.03 -0.02 0.02 0.121
C -0.2652 0.8975 2.9318 0.03 0.07 0.19 0.095
C -0.7763 -0.6066 -2.3035 -0.67 -0.60 -0.40 0.753
C -3.3539 2.5602 1.7353 -0.01 -0.08 -0.07 -0.065
C 4.4247 3.2273 -0.5706 0.02 0.13 0.02 -0.219
C 3.5002 2.2291 -0.3677 -0.04 -0.03 0.02 -0.137
C -0.8750 2.6112 4.5121 -0.09 0.07 -0.01 -0.177
C -1.4121 1.1883 2.1739 -0.08 0.20 0.18 0.134
C -3.5848 1.8120 0.6100 -0.05 0.07 0.09 -0.254
C 5.4451 3.0390 -1.4934 -0.03 -0.05 0.02 -0.115
C 5.5048 1.8721 -2.2338 -0.02 -0.08 -0.07 -0.240
C -0.0120 1.5835 4.0895 0.03 -0.12 -0.13 -0.168
C 2.5841 0.0048 -0.6431 -0.07 0.04 -0.22 0.843
C -1.7167 -1.7468 -2.0535 -0.08 -0.13 -0.05 0.068
C 3.5696 1.0112 -1.0622 0.17 -0.06 -0.07 -0.182
C -3.1144 -3.4372 -1.9266 -0.07 0.06 -0.18 0.018
C -2.2554 2.2536 2.5663 0.10 -0.20 -0.08 -0.010
C 4.5823 0.8561 -2.0332 -0.18 -0.20 0.04 -0.034
C -3.1202 -2.1270 -4.1972 0.17 -0.10 0.47 0.774
C -2.6554 -2.4762 -2.8074 0.06 0.10 0.00 -0.211
H -2.9355 0.1079 -0.5332 0.06 0.02 -0.01 0.219
H -3.8544 -4.2130 -2.0453 0.01 -0.01 0.06 0.256
H 1.4628 0.3815 2.0104 -0.09 -0.05 -0.02 0.445
H 4.3547 4.1537 -0.0181 0.00 -0.02 0.02 0.239
H -0.6580 3.1374 5.4309 -0.01 0.01 -0.01 0.252
H 6.1978 3.8009 -1.6440 -0.04 0.04 -0.03 0.244
H -4.0042 3.3860 1.9955 0.00 0.01 -0.01 0.249
H -3.6716 -3.9774 -4.5107 0.16 -0.05 0.15 0.491
H 2.6993 2.3719 0.3435 0.03 0.00 0.02 0.223
H 6.2672 1.7386 -2.9882 0.02 0.01 0.04 0.252
H -2.6145 3.7621 4.0596 0.01 0.00 0.01 0.246
H 0.8655 1.3464 4.6797 0.01 0.00 -0.01 0.240
H -4.4039 2.0300 -0.0596 -0.02 -0.02 0.02 0.261
H 1.0041 -0.6829 3.1519 -0.13 -0.29 -0.06 0.422
H -2.5926 -3.8017 0.0891 0.10 0.09 0.12 0.449
```
Forces are in eV/Å.

Charge: +2
HOMO energy (alpha / beta) (hartree): -0.5081 / -0.5081
Energy relative to the best compared isomer or geometry (same formula, charge and spin) (kJ/mol): 239.1
Orbital gap (alpha / beta) (hartree): 0.1664 / 0.1665